*i*
{"formula": "C4H13NS", "method": "wB97M-V/def2-TZVPD", "orbital_gap_ev": 8.057, "homo_energy_ev": -7.478, "charge": 0, "species": ["C", "C", "C", "S", "H", "H", "H", "H", "H", "H", "H", "C", "N", "H", "H", "H", "H", "H", "H"], "coordinates": [[-2.0510, -2.2871, 0.1852], [-2.0071, -1.0988, -0.7803], [-0.7041, -0.2850, -0.7909], [-0.5194, 0.6872, 0.7748], [-1.2355, -2.9491, -0.0500], [-3.0256, -2.7443, 0.1160], [-1.9856, -1.9685, 1.2203], [-2.1609, -1.4578, -1.7537], [-2.8006, -0.4074, -0.5618], [-0.6843, 0.3954, -1.6860], [0.1734, -1.0006, -0.8731], [2.7845, 1.6952, -0.4861], [2.4026, 0.5646, 0.4023], [3.7477, 1.5641, -1.0450], [2.0179, 1.7338, -1.2902], [2.8128, 2.6449, 0.0970], [2.8442, 0.7165, 1.2868], [2.5842, -0.3249, -0.0111], [1.0700, 0.7049, 0.5704]]}

*ii*
{"formula": "C4H13NS", "method": "wB97M-V/def2-TZVPD", "orbital_gap_ev": 9.357, "homo_energy_ev": -8.513, "charge": 0, "species": ["C", "S", "C", "H", "H", "H", "H", "H", "H", "C", "N", "C", "H", "H", "H", "H", "H", "H", "H"], "coordinates": [[-2.4502, 1.2502, -1.2830], [-3.4836, 2.5510, -0.3511], [-3.4511, 1.6689, 1.2255], [-1.9271, 1.7153, -2.1144], [-1.8687, 0.4472, -0.8351], [-3.2618, 0.6970, -1.7439], [-4.0238, 0.7491, 1.0855], [-4.0506, 2.2513, 1.9392], [-2.4328, 1.5187, 1.5737], [4.6673, -1.9826, 1.2399], [4.5505, -3.0319, 0.2216], [3.4410, -2.7786, -0.7357], [3.6428, -1.8030, 1.6360], [4.9353, -1.0267, 0.7770], [5.1623, -2.4401, 2.1062], [5.3800, -2.9413, -0.3515], [3.9015, -3.1844, -1.6405], [2.5418, -3.3372, -0.4725], [3.2042, -1.7037, -0.6990]]}

Structures ranked by computed energy, the most stable listed first: *i*, *ii*.